Entry a
Computed, not measured: one molecule with the formula C5H8OS2, with the ωB97M-V functional and the def2-TZVPD basis.

Cartesian coordinates (Å):
C1 2.90 -0.12 0.29
C2 1.67 -0.82 0.87
C3 0.83 -1.48 -0.20
C4 -0.38 -1.13 -0.66
C5 -1.26 -0.07 -0.14
H1 2.31 0.47 -1.45
H2 3.43 0.38 1.11
H3 3.57 -0.85 -0.15
H4 2.04 -1.61 1.54
H5 1.07 -0.13 1.46
H6 1.28 -2.37 -0.63
H7 -0.88 -1.78 -1.37
H8 0.64 1.40 -0.20
O1 2.56 0.92 -0.64
S1 -0.68 1.56 0.11
S2 -2.85 -0.38 0.13

Computed properties:
- Frontier orbital gap: 8.1 eV
- Charge: 0
- Multiplicity: 1
- SMILES: OCC/C=C\C(=S)S
- LUMO: -0.49 eV

=====

Entry b
Computed, not measured: one molecule with the formula C5H8OS2, with the ωB97M-V functional and the def2-TZVPD basis.

Cartesian coordinates (Å):
C1 0.75 -1.55 0.46
C2 1.67 -0.51 0.08
C3 1.00 0.83 0.36
C4 -0.32 0.93 -0.52
C5 -1.41 0.16 0.06
O1 0.73 -2.72 0.67
S1 -2.21 0.70 1.45
S2 -2.42 -0.67 -1.24
H1 2.68 -0.63 0.57
H2 1.68 -0.47 -1.01
H3 0.86 1.17 1.38
H4 1.77 1.67 0.00
H5 -0.63 1.96 -0.58
H6 -0.04 0.62 -1.55
H7 -2.88 -0.44 1.74
H8 -1.24 -1.07 -1.85

Computed properties:
- Frontier orbital gap (alpha / beta): 7.4 / 7.3 eV
- Charge: 0
- Multiplicity: 1
- LUMO (alpha / beta): 0.19 / 0.26 eV

=====

Relative energies in kJ/mol: entry a 0.0; entry b 249.5

=====

Entry a
Computed, not measured: C8H17NO2Si as an isolated structure, with the ωB97M-V functional and the def2-TZVPD basis.

Cartesian coordinates (Å):
C1 1.94 -0.30 0.32
C2 -0.64 -0.87 2.66
C3 -0.27 -1.31 1.20
C4 -0.06 0.57 2.82
C5 0.57 -0.15 0.69
C6 -2.09 0.36 -1.40
C7 0.09 -1.44 -2.50
C8 0.58 1.72 -2.17
N1 0.28 1.03 1.44
O1 2.72 0.81 0.52
O2 2.34 -1.34 -0.15
Si1 -0.24 0.15 -1.52
H1 -1.63 -0.76 2.81
H2 -0.33 -1.46 3.41
H3 0.46 -2.17 1.16
H4 -1.12 -1.60 0.64
H5 -0.77 1.09 3.48
H6 0.94 0.32 3.44
H7 -2.50 1.26 -0.99
H8 -2.57 0.26 -2.31
H9 -2.58 -0.24 -0.65
H10 1.24 -1.58 -2.50
H11 -0.52 -2.21 -2.08
H12 -0.13 -1.28 -3.50
H13 0.35 2.01 -3.28
H14 0.24 2.53 -1.66
H15 1.65 1.48 -2.31
H16 -0.29 1.80 1.18
H17 2.34 1.32 1.26

Computed properties:
- Frontier orbital gap: 9.0 eV
- Charge: 0
- Multiplicity: 1
- LUMO: 0.56 eV

=====

Entry b
Computed, not measured: a 2-piece molecular cluster, C8H17NO2Si overall, with the ωB97M-V functional and the def2-TZVPD basis.

Cartesian coordinates (Å):
C1 4.32 -0.43 -0.41
C2 0.52 -1.68 1.04
C3 -0.02 -1.60 -0.14
C4 4.54 2.07 1.40
C5 -2.21 -2.47 -1.92
C6 -2.03 0.69 -1.20
C7 -2.96 -1.34 0.97
C8 3.37 1.12 1.22
N1 3.80 -0.07 0.61
O1 4.61 -1.04 -1.32
O2 2.50 1.86 0.46
Si1 -1.83 -1.12 -0.71
H1 0.08 -1.22 1.91
H2 1.35 -2.29 1.37
H3 0.50 -2.09 -1.01
H4 4.10 3.13 1.76
H5 5.28 1.76 2.09
H6 4.94 2.33 0.43
H7 -1.21 -2.86 -2.20
H8 -2.81 -3.34 -1.56
H9 -2.69 -1.94 -2.72
H10 -1.65 0.95 -2.21
H11 -3.02 1.15 -1.38
H12 -1.63 1.42 -0.52
H13 -2.81 -0.37 1.47
H14 -3.99 -1.58 0.76
H15 -2.47 -2.13 1.53
H16 3.01 0.81 2.21
H17 1.68 1.33 0.36

Computed properties:
- Frontier orbital gap: 10.4 eV
- Charge: 0
- Multiplicity: 1
- SMILES: C[C@@H](O)N=C=O.C=C[Si](C)(C)C
- LUMO: 0.64 eV

=====

Relative energies in kJ/mol: entry a 5.7; entry b 0.0